Record 1
Entry from OMol25: a single C7H9NOS molecule in a non-equilibrium geometry (ωB97M-V/def2-TZVPD).

Positions of all 19 atoms, in Å:
1 C 2.66697 -0.60175 0.29530
2 C 0.57112 -0.12059 -0.06054
3 C 1.48677 -1.18062 0.09846
4 C 0.97472 1.14980 -0.14153
5 C -0.01628 2.31152 -0.24976
6 C -1.77248 0.63951 -0.24439
7 C -2.81209 -0.19983 0.47175
8 N 1.35003 -2.51102 0.04488
9 O -1.22624 1.81345 0.25368
10 S 2.75407 1.10345 0.14952
11 H 3.55627 -1.05743 0.56658
12 H 0.31022 3.07924 0.42681
13 H 0.04873 2.49285 -1.41805
14 H -1.50806 0.36860 -1.23163
15 H -3.02490 -1.12943 -0.11709
16 H -3.79766 0.25654 0.35318
17 H -2.40678 -0.54845 1.44609
18 H 2.18820 -3.02501 -0.02261
19 H 0.65740 -2.84082 -0.62066

Properties
Kohn-Sham gap (alpha / beta): 7.546 / 7.647 eV
E_tot: -800.13003 a.u.
Max |F|: 4.259 eV/Å
ΔE to the lowest compared entry with this formula, charge and spin: 4.194 eV
Highest occupied orbital energy (alpha / beta): -0.27073 / -0.27116 Ha
LUMO energy (alpha / beta): 0.2 / 0.3 eV

How positive or negative is each atom? The natural (NBO) charges in e answer that:
1 C -0.477
2 C -0.134
3 C 0.063
4 C -0.301
5 C -0.085
6 C 0.273
7 C -0.704
8 N -0.792
9 O -0.491
10 S 0.354
11 H 0.209
12 H 0.219
13 H 0.194
14 H 0.189
15 H 0.237
16 H 0.237
17 H 0.256
18 H 0.376
19 H 0.376

Record 2
Entry from OMol25: a molecular structure, C25H33F3LiN4O6P2Sb (ωB97M-V/def2-TZVPD).

Positions of all 75 atoms, in Å:
1 Li -0.56655 0.23689 -1.67435
2 N -4.11308 -0.32758 -3.69080
3 C -3.68807 0.13418 -2.29736
4 C -4.96109 0.43807 -1.50857
5 P -2.85372 -1.41653 -1.63771
6 O -3.27239 -1.47969 -0.07847
7 O -3.60594 -2.47819 -2.39665
8 O -1.35877 -1.35823 -1.70774
9 P -2.67894 1.77823 -2.43760
10 O -2.09235 1.22105 -4.98020
11 O -1.68396 1.68215 -1.28110
12 O -1.57877 1.15125 -3.64043
13 H -4.16786 -1.37386 -3.58344
14 H -3.42521 -0.07320 -4.40194
15 H -5.01020 0.06258 -3.95945
16 H -5.60338 -0.44081 -1.39746
17 H -5.53627 1.22980 -2.00074
18 H -4.69859 0.79630 -0.51210
19 H -4.11509 -1.94545 0.02386
20 H -1.77639 2.08495 -5.27467
21 F -4.16916 1.76766 6.32211
22 C -3.41415 1.40169 5.26659
23 C -3.26659 2.28466 4.21829
24 C -2.48554 1.89537 3.13581
25 C -1.84326 0.65317 3.10641
26 C -2.03968 -0.21314 4.18151
27 C -2.82442 0.15601 5.27016
28 Sb -0.69392 0.12444 1.35711
29 C 0.16324 -1.64835 2.22291
30 C 0.90472 -1.66017 3.40647
31 C 1.43829 -2.83946 3.90843
32 C 1.21722 -4.00986 3.20921
33 F 1.73448 -5.15609 3.69073
34 C 0.48807 -4.05052 2.04012
35 C -0.03578 -2.85744 1.54928
36 C 0.98201 1.42485 1.78443
37 C 2.30269 0.98623 1.88181
38 C 3.35689 1.88421 2.01532
39 C 3.07231 3.23201 2.04385
40 F 4.08870 4.10948 2.17421
41 C 1.78635 3.71666 1.93618
42 C 0.74847 2.80330 1.79660
43 H -3.75883 3.24965 4.25275
44 H -2.38825 2.58142 2.29970
45 H -1.57348 -1.19072 4.18558
46 H -2.97766 -0.50775 6.11289
47 H 1.06256 -0.73787 3.95672
48 H 2.01288 -2.86317 4.82638
49 H 0.33938 -4.99408 1.52866
50 H -0.60002 -2.87226 0.61945
51 H 2.52988 -0.07365 1.85748
52 H 4.38354 1.55100 2.09729
53 H 1.60955 4.78468 1.95291
54 H -0.26134 3.18856 1.68275
55 C 4.82310 0.53136 -2.78139
56 N 3.42643 0.56064 -3.19923
57 C 3.05877 1.76116 -3.92055
58 C 2.46970 -0.00297 -2.35981
59 N 1.38423 0.59389 -1.99686
60 N 2.74634 -1.27177 -1.93350
61 C 3.40796 -2.24124 -2.79752
62 C 1.89962 -1.85261 -0.90087
63 H 5.09986 1.47001 -2.28658
64 H 5.47964 0.39214 -3.64297
65 H 4.99025 -0.28113 -2.08061
66 H 3.73981 1.88724 -4.76259
67 H 3.12249 2.66562 -3.29853
68 H 2.04622 1.66855 -4.30757
69 H 1.41396 1.57747 -2.24455
70 H 3.80565 -1.75742 -3.68445
71 H 2.69345 -3.00752 -3.11533
72 H 4.22301 -2.73744 -2.26601
73 H 0.94468 -2.21473 -1.29974
74 H 1.68855 -1.10306 -0.14083
75 H 2.43373 -2.68062 -0.43372

Properties
Kohn-Sham gap: 7.957 eV
E_tot: -2873.11520 a.u.
Max |F|: 0.702 eV/Å
ΔE to the lowest compared entry with this formula, charge and spin: 5.240 eV
Highest occupied orbital energy: -0.28817 Ha
LUMO energy: 0.1 eV

How positive or negative is each atom? The Mulliken charges in e answer that:
1 Li 1.044
2 N -0.213
3 C 0.899
4 C -1.996
5 P 0.643
6 O -0.558
7 O -0.927
8 O -0.316
9 P -0.569
10 O -0.522
11 O -0.344
12 O -0.176
13 H 0.406
14 H 0.318
15 H 0.326
16 H 0.456
17 H 0.560
18 H 0.347
19 H 0.301
20 H 0.304
21 F -0.340
22 C 0.363
23 C -0.684
24 C -0.512
25 C 0.351
26 C -0.298
27 C -0.753
28 Sb 1.189
29 C 0.091
30 C -0.265
31 C -0.815
32 C 0.330
33 F -0.361
34 C -0.517
35 C -0.682
36 C 0.666
37 C -0.121
38 C -0.828
39 C 0.362
40 F -0.350
41 C -0.802
42 C -0.556
43 H 0.437
44 H 0.302
45 H 0.363
46 H 0.449
47 H 0.602
48 H 0.438
49 H 0.465
50 H 0.255
51 H 0.298
52 H 0.463
53 H 0.450
54 H 0.125
55 C -1.149
56 N 0.145
57 C -1.186
58 C 0.275
59 N -0.370
60 N 0.311
61 C -1.201
62 C -0.535
63 H 0.358
64 H 0.317
65 H 0.365
66 H 0.294
67 H 0.382
68 H 0.390
69 H 0.083
70 H 0.415
71 H 0.369
72 H 0.310
73 H 0.263
74 H -0.357
75 H 0.426

Record 3
Entry from OMol25: a molecular structure, C26H33AsBrFNO4Si2W in a non-equilibrium geometry (ωB97M-V/def2-TZVPD).

Positions of all 70 atoms, in Å:
1 W 0.02146 0.08135 -0.25367
2 C 1.56346 4.82095 -0.90837
3 C 1.51716 4.23825 0.34553
4 C 0.97576 2.97255 0.50173
5 C 0.44186 2.22665 -0.56497
6 C 0.49946 2.86825 -1.81607
7 C 1.03926 4.13245 -1.98927
8 H 2.00696 5.79765 -1.03787
9 H 1.90046 4.76645 1.20873
10 H 0.94066 2.55845 1.51493
11 H 0.09436 2.34605 -2.68857
12 H 1.04756 4.57655 -2.97447
13 F -3.88774 4.50115 2.08363
14 C -3.16884 3.46455 1.56603
15 C -3.24154 3.19735 0.21263
16 C -2.49214 2.15195 -0.29227
17 C -1.66044 1.32485 0.49333
18 C -1.65684 1.65225 1.86713
19 C -2.38354 2.70335 2.40613
20 H -3.86804 3.79365 -0.43207
21 H -2.54114 1.96005 -1.36467
22 H -1.06024 1.04445 2.55293
23 H -2.35084 2.93575 3.46163
24 C -3.40974 -3.22745 -1.55007
25 Si -3.19614 -1.32435 -1.25587
26 C -3.78944 -0.94935 0.53763
27 C -4.62974 -0.61585 -2.35407
28 As -1.17484 -0.60675 -2.17897
29 Si -0.36824 -2.39335 1.86963
30 C -1.83484 -3.20355 2.77043
31 C 0.19086 -3.28765 0.26603
32 C 1.11496 -2.30765 3.08073
33 H -4.43604 -3.55335 -1.42167
34 H -2.78574 -3.82965 -0.89807
35 H -3.11074 -3.42095 -2.57657
36 H -4.14694 0.07115 0.62893
37 H -2.97684 -1.07005 1.24593
38 H -4.59804 -1.60845 0.83473
39 H -5.57044 -1.13895 -2.22237
40 H -4.32524 -0.69235 -3.39437
41 H -4.80444 0.42935 -2.12967
42 H -2.62524 -3.51565 2.10013
43 H -2.26054 -2.50795 3.48553
44 H -1.49904 -4.07245 3.32463
45 H -0.63364 -3.65035 -0.35297
46 H 0.85576 -4.13725 0.46323
47 H 1.89806 -2.02475 0.01943
48 H 0.82636 -1.88635 4.03893
49 H 1.89156 -1.66725 2.66873
50 H 1.54696 -3.28745 3.26453
51 C 2.27446 -3.21315 -2.14047
52 O 1.14446 -2.42905 -1.86557
53 C 0.90716 -2.16155 -0.48257
54 O -0.69484 -0.95695 1.25853
55 H 2.31576 -3.33385 -3.22037
56 H 2.21006 -4.20095 -1.66837
57 H 3.19066 -2.71225 -1.79577
58 Br 7.14606 1.02995 1.94483
59 C 5.92286 0.83975 0.49023
60 C 6.42116 0.93425 -0.80767
61 N 5.60866 0.83865 -1.86807
62 C 4.33476 0.66415 -1.67317
63 C 3.72816 0.53015 -0.38687
64 C 4.59846 0.61875 0.74353
65 C 2.34846 0.31845 -0.30007
66 O 1.65666 0.20225 0.82193
67 O 1.61706 0.20485 -1.38347
68 H 7.47196 1.07435 -1.01117
69 H 3.70746 0.61595 -2.55417
70 H 4.20516 0.49965 1.74223

Properties
Kohn-Sham gap (alpha / beta): 5.240 / 5.245 eV
Net charge: -1
E_tot: -6922.06646 a.u.
Max |F|: 8.833 eV/Å
ΔE to the lowest compared entry with this formula, charge and spin: 2.074 eV
Highest occupied orbital energy (alpha / beta): -0.14553 / -0.14572 Ha
LUMO energy (alpha / beta): 1.3 / 1.3 eV

How positive or negative is each atom? The natural (NBO) charges in e answer that:
1 W 1.321
2 C -0.253
3 C -0.215
4 C -0.273
5 C -0.287
6 C -0.177
7 C -0.244
8 H 0.196
9 H 0.197
10 H 0.203
11 H 0.202
12 H 0.198
13 F -0.351
14 C 0.379
15 C -0.311
16 C -0.206
17 C -0.279
18 C -0.158
19 C -0.327
20 H 0.215
21 H 0.212
22 H 0.201
23 H 0.211
24 C -1.095
25 Si 1.343
26 C -1.113
27 C -1.094
28 As -0.117
29 Si 1.930
30 C -1.131
31 C -0.939
32 C -1.130
33 H 0.219
34 H 0.223
35 H 0.228
36 H 0.239
37 H 0.251
38 H 0.217
39 H 0.219
40 H 0.222
41 H 0.225
42 H 0.238
43 H 0.234
44 H 0.226
45 H 0.230
46 H 0.207
47 H 0.122
48 H 0.224
49 H 0.236
50 H 0.223
51 C -0.231
52 O -0.583
53 C -0.130
54 O -1.139
55 H 0.181
56 H 0.155
57 H 0.149
58 Br 0.043
59 C -0.129
60 C 0.028
61 N -0.408
62 C 0.105
63 C -0.214
64 C -0.138
65 C 0.828
66 O -0.680
67 O -0.609
68 H 0.205
69 H 0.224
70 H 0.251

Record 4
Entry from OMol25: a single C18H15ClN2OS2 molecule in a non-equilibrium geometry (ωB97M-V/def2-TZVPD).

Positions of all 39 atoms, in Å:
1 O 3.70502 -1.54834 2.80272
2 Cl -2.72397 -2.53665 5.65016
3 N 1.12300 -0.05529 0.78276
4 S -0.04857 3.15208 -2.92823
5 S 2.74117 2.05499 -3.34136
6 C 2.96234 -0.91980 2.02059
7 C 1.81104 0.66139 -0.08879
8 C 1.24309 2.05240 -2.31984
9 C -0.40842 1.74379 -0.76410
10 C 3.74960 -0.10010 1.09830
11 C 0.97338 1.42189 -1.07804
12 C -1.08611 2.66273 -1.54446
13 C 3.30569 0.69027 0.00866
14 C -1.72245 -1.72009 2.94799
15 C -0.36845 -1.60227 4.90744
16 C -0.61066 -1.49619 2.16269
17 C 0.70183 -1.07693 4.14749
18 C -1.59073 -1.96470 4.37150
19 C 0.53675 -1.09110 2.76212
20 N 1.60054 -0.74387 1.86298
21 C -3.47248 1.98493 -1.22592
22 C 3.93315 1.03928 -2.41481
23 C -2.46967 3.14702 -1.21374
24 C 4.18427 1.50952 -0.92422
25 H -1.11323 1.34715 -0.02206
26 H 4.74792 0.00864 1.46866
27 H -2.70441 -1.94579 2.35968
28 H -0.30115 -1.59730 6.03346
29 H -0.75948 -1.61797 1.04496
30 H 1.55326 -0.57705 4.63490
31 H -3.29203 1.21578 -1.93622
32 H -4.48797 2.34651 -1.39965
33 H -3.51169 1.48893 -0.31326
34 H 3.63316 0.04009 -2.54250
35 H 4.85320 1.03145 -2.84214
36 H -2.92221 3.94710 -1.86727
37 H -2.34660 3.67597 -0.25122
38 H 3.99222 2.54715 -0.82862
39 H 5.22758 1.46227 -0.58270

Properties
Kohn-Sham gap: 7.735 eV
E_tot: -2136.11575 a.u.
Max |F|: 4.069 eV/Å
Structure (SMILES): CCc1cc2c(s1)SCCc1cc(=O)n(-c3ccc(Cl)cc3)nc1-2
Highest occupied orbital energy: -0.29169 Ha
LUMO energy: -0.2 eV

How positive or negative is each atom? The natural (NBO) charges in e answer that:
1 O -0.605
2 Cl -0.008
3 N -0.231
4 S 0.396
5 S 0.272
6 C 0.586
7 C 0.164
8 C -0.329
9 C -0.270
10 C -0.226
11 C -0.084
12 C -0.132
13 C 0.014
14 C -0.205
15 C -0.221
16 C -0.219
17 C -0.208
18 C -0.023
19 C 0.136
20 N -0.230
21 C -0.601
22 C -0.516
23 C -0.456
24 C -0.448
25 H 0.235
26 H 0.228
27 H 0.230
28 H 0.234
29 H 0.257
30 H 0.247
31 H 0.217
32 H 0.211
33 H 0.205
34 H 0.223
35 H 0.237
36 H 0.226
37 H 0.229
38 H 0.238
39 H 0.230

Record 5
Entry from OMol25: a gas-phase ion, CH4NO3S (charge -1) in a non-equilibrium geometry (ωB97M-V/def2-TZVPD).

Positions of all 10 atoms, in Å:
1 C 0.86048 1.34105 -1.09370
2 N -1.11107 -2.03852 1.55124
3 O 0.03759 -1.20685 -0.62236
4 O -0.18975 -1.06135 1.99423
5 O -0.23996 1.45790 -0.22225
6 S -0.59867 -0.49803 0.47346
7 H 0.50665 0.70917 -2.01629
8 H 1.73605 0.80508 -0.59119
9 H 1.01593 2.37636 -1.52073
10 H -2.01726 -1.88480 2.04758

Properties
Kohn-Sham gap (alpha / beta): 7.756 / 7.757 eV
Net charge: -1
E_tot: -719.03531 a.u.
Max |F|: 3.219 eV/Å
ΔE to the lowest compared entry with this formula, charge and spin: 4.785 eV
Highest occupied orbital energy (alpha / beta): -0.13302 / -0.13304 Ha
LUMO energy (alpha / beta): 4.1 / 4.1 eV

How positive or negative is each atom? The natural (NBO) charges in e answer that:
1 C -0.263
2 N -0.606
3 O -0.940
4 O -0.607
5 O -0.874
6 S 1.586
7 H 0.139
8 H 0.147
9 H 0.140
10 H 0.278

Record 6
Entry from OMol25: a single C3H5NS2 molecule in a non-equilibrium geometry (ωB97M-V/def2-TZVPD).

Positions of all 11 atoms, in Å:
1 C -0.21022 1.75663 -0.04659
2 C -0.50932 0.21265 -0.06782
3 C 0.72911 -0.73461 -0.03408
4 H 0.33019 1.79425 0.91881
5 H 0.26115 2.06741 -1.06838
6 H -1.16165 2.26829 0.29611
7 H 0.87182 -2.71808 0.05006
8 H -0.66143 -2.29961 0.22883
9 N 0.29412 -2.02075 -0.08219
10 S -2.05306 -0.34737 -0.10322
11 S 2.10928 0.02120 -0.09153

Properties
Kohn-Sham gap: 7.310 eV
E_tot: -968.38328 a.u.
Max |F|: 5.832 eV/Å
ΔE to the lowest compared entry with this formula, charge and spin: 1.682 eV
Structure (SMILES): CC(=S)C(N)=S
Highest occupied orbital energy: -0.31184 Ha
LUMO energy: -1.2 eV

How positive or negative is each atom? The natural (NBO) charges in e answer that:
1 C -0.700
2 C -0.097
3 C -0.043
4 H 0.245
5 H 0.262
6 H 0.234
7 H 0.378
8 H 0.414
9 N -0.747
10 S 0.045
11 S 0.008